P.
Entry from the Open Molecules 2025 dataset: C8H15NOS as an isolated structure (ωB97M-V/def2-TZVPD).

Last column: Löwdin charge in e.
Atoms and positions in Å:
C1 1.827 1.401 -0.641  -0.358
C2 3.252 0.183 1.445  -0.120
C3 0.454 -0.329 -2.391  -0.104
C4 -3.254 0.667 -0.431  -0.189
C5 1.707 0.067 1.312  -0.257
C6 0.759 -0.832 -0.951  -0.207
C7 -2.549 1.482 0.608  -0.383
C8 1.181 0.327 -0.021  -0.374
N1 2.239 2.408 -0.996  0.221
O1 -0.261 2.519 1.265  -0.522
S1 -0.752 1.799 0.114  0.971
H1 3.802 -0.355 0.541  0.103
H2 3.729 -0.269 2.418  0.097
H3 3.593 1.314 1.353  0.103
H4 -0.450 0.413 -2.397  0.074
H5 0.307 -1.072 -3.175  0.058
H6 1.355 0.396 -2.756  0.116
H7 -3.136 -0.483 -0.325  0.098
H8 -4.322 0.755 -0.568  0.053
H9 -2.885 0.794 -1.540  0.090
H10 1.436 -0.897 1.763  0.121
H11 1.408 0.864 2.014  0.108
H12 1.493 -1.515 -0.996  0.064
H13 -0.097 -1.412 -0.604  0.111
H14 -2.386 0.841 1.413  0.047
H15 -2.962 2.410 0.932  0.079

- HOMO energy (spin up / spin down): -8.47 / -8.14 eV
- LUMO (spin up / spin down): -0.823 / -0.767 eV


Q.
Entry from the Open Molecules 2025 dataset: C8H15NOS as an isolated structure (ωB97M-V/def2-TZVPD).

Last column: Löwdin charge in e.
Atoms and positions in Å:
C1 -0.153 -2.506 -0.015  0.087
C2 0.766 -1.515 -0.251  -0.318
C3 -1.419 1.638 -0.680  -0.214
C4 -0.983 0.167 -0.723  -0.203
C5 -1.877 2.069 0.716  -0.327
C6 0.432 -0.111 -0.208  -0.319
C7 2.112 -2.092 -0.630  -0.053
C8 1.565 0.864 -0.600  -0.057
N1 -0.858 1.980 1.721  -0.329
O1 -1.104 -0.506 2.333  -0.456
S1 -0.222 0.623 1.949  0.825
H1 0.195 -3.508 -0.075  0.051
H2 -1.244 -2.520 0.139  0.077
H3 -0.606 2.248 -1.258  0.140
H4 -2.287 1.755 -1.308  0.094
H5 -1.821 -0.493 -0.179  0.151
H6 -0.944 -0.078 -1.782  0.122
H7 -2.253 3.139 0.808  0.121
H8 -2.743 1.416 0.993  0.114
H9 2.891 -1.454 -0.298  0.053
H10 2.286 -3.103 -0.302  0.077
H11 2.127 -2.206 -1.688  0.081
H12 1.702 1.147 -1.667  0.111
H13 2.502 0.422 -0.269  0.058
H14 1.495 1.590 0.193  0.057
H15 0.442 1.033 3.079  0.057

- HOMO energy (spin up / spin down): -7.83 / -7.83 eV
- LUMO (spin up / spin down): -0.741 / -0.741 eV


Of them, Q has the lowest stability.


P.
Entry from the Open Molecules 2025 dataset: an isolated ion of composition C4H7O2 and charge -1 (ωB97M-V/def2-TZVPD).

Last column: Löwdin charge in e.
Atoms and positions in Å:
O1 -2.936 -0.576 0.982  -0.214
C1 -2.134 0.177 0.179  -0.608
O2 -2.323 1.294 -0.433  -0.115
C2 -0.685 -0.332 0.357  -0.183
C3 0.405 0.468 -0.389  -0.290
C4 1.724 -0.198 -0.232  -0.175
H1 -0.319 -0.405 1.366  0.103
H2 -0.728 -1.269 -0.100  0.076
H3 0.208 0.605 -1.454  0.096
H4 0.203 1.512 0.070  0.131
H5 1.730 -1.286 -0.314  0.065
H6 2.204 -0.275 0.702  0.028
H7 2.650 0.285 -0.734  0.088

- Net charge: -1
- HOMO energy: -3.76 eV
- LUMO: 3.864 eV


Q.
Entry from the Open Molecules 2025 dataset: an isolated ion of composition C4H7O2 and charge -1 (ωB97M-V/def2-TZVPD).

Last column: Löwdin charge in e.
Atoms and positions in Å:
O1 -1.873 -0.653 1.401  -0.149
C1 -0.945 0.105 1.131  -0.501
C2 0.482 0.005 1.124  -0.208
C3 1.100 0.926 0.120  -0.211
C4 0.850 0.389 -1.530  -0.276
O2 0.249 -0.833 -1.737  -0.169
H1 -1.369 0.995 0.555  0.091
H2 0.250 -1.513 -0.976  0.118
H3 0.638 -0.643 1.946  0.034
H4 0.757 2.027 0.266  0.103
H5 2.069 1.009 0.004  -0.009
H6 -0.001 1.095 -2.015  0.118
H7 1.720 0.371 -2.162  0.060

- Net charge: -1
- HOMO energy: -2.17 eV
- LUMO: 4.243 eV


Of them, Q has the lowest stability.


P.
Entry from the Open Molecules 2025 dataset: the molecule C6H6O2 (ωB97M-V/def2-TZVPD).

Last column: Löwdin charge in e.
Atoms and positions in Å:
C1 0.772 -0.822 0.186  -0.336
C2 -0.256 -0.393 -0.887  -0.175
C3 0.121 1.065 -0.814  -0.067
C4 0.482 1.300 0.453  -0.068
C5 0.102 0.006 1.197  -0.062
C6 -1.298 -0.269 0.044  -0.281
H1 2.438 -1.233 -0.726  0.182
H2 0.940 -1.945 0.474  0.179
H3 -0.343 -0.713 -1.871  0.136
H4 -0.116 1.841 -1.549  0.129
H5 0.369 2.403 0.881  0.156
H6 -0.187 -0.124 2.380  0.186
O1 2.158 -0.359 -0.118  -0.117
O2 -2.488 -0.335 0.034  0.137

- HOMO energy: -8.76 eV
- LUMO: 0.570 eV


Q.
Entry from the Open Molecules 2025 dataset: the molecule C6H6O2 (ωB97M-V/def2-TZVPD).

Last column: Löwdin charge in e.
Atoms and positions in Å:
C1 -1.729 -0.931 0.437  -0.304
C2 1.626 -1.014 -0.239  -0.305
C3 -1.586 0.238 -0.390  -0.095
C4 1.754 0.356 0.130  -0.011
C5 0.611 1.145 0.366  -0.042
C6 -0.670 1.204 -0.331  -0.078
H1 -1.026 -0.899 1.348  0.145
H2 0.596 -1.256 -0.450  0.096
H3 -2.350 0.217 -1.193  0.131
H4 2.773 0.643 0.381  0.117
H5 0.727 1.988 0.967  0.082
H6 -0.923 2.151 -0.878  0.137
O1 -2.258 -1.947 0.046  0.062
O2 2.455 -1.895 -0.193  0.064

- HOMO energy: -9.85 eV
- LUMO: -1.125 eV


Of them, P has the lowest stability.


P.
Entry from the Open Molecules 2025 dataset: a 2-piece molecular cluster, C3H8NOS overall (ωB97M-V/def2-TZVPD).

Last column: Löwdin charge in e.
Atoms and positions in Å:
C1 -1.169 -0.137 -0.383  -0.720
C2 -0.210 -2.536 0.382  0.152
C3 -0.040 1.817 0.382  -0.025
N1 -0.319 0.945 -0.795  0.000
O1 -2.100 -0.638 -1.305  -0.332
S1 -2.731 0.096 0.111  1.043
H1 -1.235 -2.653 0.767  0.007
H2 0.630 -2.596 1.183  0.057
H3 -0.029 -2.969 -0.679  0.059
H4 0.732 2.618 0.194  0.128
H5 -0.988 2.338 0.583  0.098
H6 0.401 1.265 1.238  0.120
H7 0.476 0.695 -1.380  0.189
H8 -0.961 1.599 -1.395  0.223

- Net charge: +1
- HOMO energy (spin up / spin down): -13.20 / -13.51 eV
- LUMO (spin up / spin down): -5.529 / -4.424 eV


Q.
Entry from the Open Molecules 2025 dataset: an isolated ion of composition C3H8NOS and charge +1 (ωB97M-V/def2-TZVPD).

Last column: Löwdin charge in e.
Atoms and positions in Å:
C1 0.575 -1.159 0.232  -0.233
C2 0.700 1.219 -0.175  -0.352
C3 -1.506 0.008 0.056  -0.036
N1 -0.171 0.081 -0.423  -0.163
O1 1.829 -1.043 -0.196  -0.411
S1 2.383 0.562 0.093  1.059
H1 0.631 -0.991 1.296  0.136
H2 0.173 -2.203 0.049  0.186
H3 0.706 1.992 -0.842  0.080
H4 0.516 1.553 0.853  0.105
H5 -1.751 0.049 1.119  0.118
H6 -2.081 0.904 -0.285  0.130
H7 -1.903 -1.040 -0.308  0.161
H8 -0.102 0.068 -1.470  0.219

- Net charge: +1
- HOMO energy: -13.71 eV
- LUMO: -4.084 eV


Of them, P has the lowest stability.


P.
Entry from the Open Molecules 2025 dataset: a 4-piece molecular cluster, CH10N2O3 overall (ωB97M-V/def2-TZVPD).

Last column: Löwdin charge in e.
Atoms and positions in Å:
N1 -0.669 0.083 -1.364  0.108
C1 0.387 0.908 -1.374  -0.383
N2 0.347 2.088 -0.884  0.035
H1 -0.495 -0.894 -1.510  0.064
H2 -1.324 0.456 -0.692  0.107
H3 1.313 0.529 -1.821  0.129
H4 1.270 2.498 -0.930  0.045
H5 0.019 -0.178 1.417  0.002
H6 0.037 -1.286 2.380  0.060
O1 0.074 -1.152 1.425  -0.068
H7 -0.027 2.037 1.052  -0.008
H8 1.186 1.672 1.875  0.043
O2 0.232 1.787 1.960  -0.084
H9 -1.475 -3.153 -0.743  0.043
H10 -0.359 -2.348 -0.069  -0.021
O3 -0.516 -3.047 -0.723  -0.074

- HOMO energy: -9.80 eV
- LUMO: 0.671 eV


Q.
Entry from the Open Molecules 2025 dataset: a 4-piece molecular cluster, CH10N2O3 overall (ωB97M-V/def2-TZVPD).

Last column: Löwdin charge in e.
Atoms and positions in Å:
N1 -1.243 0.454 1.224  0.071
C1 -1.950 -0.621 0.732  -0.367
N2 -2.280 -0.813 -0.525  0.000
H1 -0.737 0.533 2.120  0.099
H2 -0.947 1.156 0.513  0.110
H3 -2.273 -1.533 1.455  0.150
H4 -2.981 -1.590 -0.519  0.048
H5 1.835 0.317 -1.535  -0.038
H6 1.906 1.540 -0.839  0.052
O1 2.478 0.787 -1.053  -0.050
H7 -0.851 -0.104 -1.845  -0.013
H8 0.245 -0.292 -2.836  0.029
O2 0.079 0.021 -1.976  -0.042
H9 2.078 -0.453 2.297  0.012
H10 2.477 0.220 0.932  0.019
O3 2.165 0.378 1.854  -0.079

- HOMO energy: -9.53 eV
- LUMO: 0.765 eV


Of them, Q has the lowest stability.


P.
Entry from the Open Molecules 2025 dataset: H39O20 as an isolated structure (ωB97M-V/def2-TZVPD).

Last column: Löwdin charge in e.
Atoms and positions in Å:
O1 -1.675 1.720 3.774  -0.122
H1 -0.705 1.560 4.189  0.034
O2 1.229 0.831 -1.864  -0.024
H2 0.866 0.030 -1.568  0.001
H3 1.019 1.384 -1.085  0.067
O3 -4.041 -0.061 -2.380  -0.117
H4 -4.230 0.516 -1.631  0.017
H5 -3.274 0.422 -2.839  0.027
O4 -1.965 1.685 -2.472  -0.042
H6 -1.907 1.816 -1.536  0.020
H7 -2.243 1.336 4.390  -0.016
O5 1.441 3.216 2.605  -0.106
H8 1.372 2.356 3.119  0.010
H9 1.936 3.835 3.150  0.037
O6 1.461 -0.543 2.211  -0.231
H10 1.069 -0.307 1.433  -0.071
H11 -1.100 1.766 -2.868  -0.007
O7 -2.182 -2.202 -4.426  -0.045
H12 -2.622 -1.409 -4.577  -0.018
H13 -1.479 -2.090 -3.745  0.056
O8 4.053 1.417 -2.026  -0.048
H14 1.436 -2.365 3.102  0.067
H15 -1.452 1.654 1.619  0.024
O9 -0.198 -4.280 1.090  -0.083
H16 -1.025 -4.432 1.471  -0.022
H17 0.368 -3.853 1.850  0.050
O10 -0.677 3.130 -4.535  -0.029
H18 -1.067 2.569 -5.146  -0.011
H19 0.241 2.979 -4.699  0.031
O11 1.262 -3.297 3.526  -0.132
H20 -3.833 -0.356 2.226  0.013
H21 1.918 -3.047 4.227  0.073
O12 0.737 1.139 4.027  -0.244
H22 0.623 0.731 4.861  0.003
H23 1.017 0.213 3.170  0.094
O13 -3.942 -1.173 1.747  -0.050
H24 -4.871 -1.431 1.643  0.041
H25 4.314 2.326 -1.838  0.037
O14 -1.115 1.983 0.733  -0.131
H26 3.250 1.290 -1.566  -0.036
H27 -0.327 2.503 1.181  0.068
O15 2.180 -1.889 -1.097  -0.082
H28 2.972 -2.409 -1.305  0.058
H29 1.703 -2.601 -0.529  0.115
O16 2.204 -2.242 -4.125  -0.077
H30 1.594 -2.984 -4.195  0.030
H31 2.204 -1.881 -3.204  0.013
O17 3.901 -1.071 1.262  -0.110
H32 3.924 -1.027 0.284  0.006
H33 2.931 -0.950 1.312  -0.037
O18 -0.891 4.007 2.668  -0.077
H34 -1.764 3.704 2.829  0.004
H35 -0.339 3.940 3.432  0.008
O19 -1.675 -3.237 3.819  -0.067
H36 -1.753 -2.304 3.841  0.003
H37 -0.780 -3.640 3.734  0.016
O20 -0.071 0.797 -5.145  -0.075
H38 -0.003 0.912 -4.146  0.051
H39 0.243 -0.063 -5.410  0.037

- Net charge: -1
- HOMO energy: -7.35 eV
- LUMO: 2.242 eV


Q.
Entry from the Open Molecules 2025 dataset: a 20-piece molecular cluster, H39O20 overall (ωB97M-V/def2-TZVPD).

Last column: Löwdin charge in e.
Atoms and positions in Å:
O1 -3.164 3.861 0.193  -0.041
H1 0.163 -4.536 -2.706  0.015
O2 2.793 1.829 -3.773  -0.059
H2 2.315 2.025 -2.955  0.005
H3 2.295 1.078 -4.081  0.015
O3 -1.956 -2.466 -1.473  -0.158
H4 4.731 -1.445 1.808  0.011
H5 -2.094 -1.570 -0.909  -0.016
O4 -2.328 -4.373 1.807  -0.047
H6 -2.718 -4.656 0.999  0.008
H7 -1.052 1.694 2.051  0.014
O5 -0.647 2.051 2.872  -0.074
H8 3.857 -2.482 -2.298  0.036
H9 -2.768 -2.954 -1.395  0.014
O6 -0.435 5.047 0.061  -0.041
H10 -3.721 4.165 -0.536  0.066
H11 -3.416 4.440 0.921  0.075
O7 1.495 -0.359 1.192  -0.032
H12 -0.216 3.456 -1.520  0.004
H13 1.149 0.417 1.645  0.048
O8 -0.862 -1.163 2.846  -0.037
H14 0.805 -0.738 0.646  0.015
H15 1.560 -3.847 3.606  0.026
O9 -4.946 2.242 -1.159  -0.075
H16 -4.760 1.436 -1.660  0.001
H17 -5.534 1.883 -0.488  0.034
O10 0.753 -4.805 -3.398  -0.052
H18 1.569 -4.310 -3.401  -0.010
H19 -0.344 -0.894 -1.917  0.046
O11 3.029 -2.893 -2.570  -0.038
H20 -1.851 -3.548 1.683  0.016
H21 2.420 -2.156 -2.467  0.036
O12 -0.899 2.559 0.321  -0.118
H22 0.010 2.691 2.595  0.009
H23 -0.125 5.585 0.794  0.051
O13 -0.166 -0.687 -0.998  -0.073
H24 -0.672 -1.315 -0.474  0.003
H25 -1.317 -0.332 2.716  0.007
O14 4.659 -2.168 2.471  -0.096
H26 -1.264 -1.747 3.459  0.016
H27 3.757 -1.873 2.678  0.016
O15 3.833 -0.759 0.310  -0.076
H28 3.999 -1.150 -0.537  0.008
H29 2.912 -0.407 0.430  0.008
O16 -3.250 0.304 -2.003  -0.159
H30 -2.954 0.035 -1.025  -0.015
H31 -1.682 2.997 -0.061  0.020
O17 2.514 -3.899 3.683  -0.058
H32 -2.601 -0.123 -2.563  0.008
H33 2.939 -3.505 2.910  0.006
O18 -2.477 -0.613 0.243  -0.351
H34 -1.226 4.639 0.398  -0.013
H35 -1.156 1.637 0.110  0.065
O19 2.251 3.002 1.243  -0.053
H36 1.614 2.924 0.501  0.017
H37 2.828 3.726 1.001  0.034
O20 0.546 2.944 -1.766  -0.050
H38 0.528 2.221 -1.140  0.004
H39 -3.272 -1.142 0.381  -0.017

- Net charge: -1
- HOMO energy: -6.73 eV
- LUMO: 2.033 eV


Of them, P has the lowest stability.